Computed, not measured: a structure of composition C2H5NO2S, with ωB97M-V/def2-TZVPD.

Calculated values
HOMO level in eV: -9.84
HOMO-LUMO gap in eV: 9.5
Energy relative to the best compared isomer or geometry (same formula, charge and spin) in kJ/mol: 631.20
Charge: 0
Electronic energy in a.u.: -682.3992
Spin multiplicity: 1
F_max in hartree/bohr: 0.11614
E_LUMO in eV: -0.38
Molar mass in g mol⁻¹: 107.13

Last column: natural (NBO) charge in e.
CARTESIAN COORDINATES (ANGSTROEM)
C (-2.573, 0.413, 0.024)  -0.833
C (0.358, 0.205, -0.125)  0.401
H (-3.621, -0.098, 0.692)  0.257
H (-3.154, 1.004, -0.958)  0.260
H (-2.341, 1.445, 0.691)  0.252
H (1.255, -1.092, 1.337)  0.359
H (2.356, 0.852, 0.638)  0.457
N (1.356, -0.697, 0.044)  -0.356
O (0.559, 1.376, 0.036)  -0.575
O (2.595, 0.001, -0.153)  -0.531
S (-0.996, -0.748, -0.072)  0.309

=====

Computed, not measured: a cluster of 2 separate species, C2H8NS in total, with ωB97M-V/def2-TZVPD.

Calculated values
HOMO level in eV: -2.20
HOMO-LUMO gap in eV: 6.6
Energy relative to the best compared isomer or geometry (same formula, charge and spin) in kJ/mol: 137.49
Charge: -1
Electronic energy in a.u.: -533.9187
Spin multiplicity: 1
F_max in hartree/bohr: 0.07872
E_LUMO in eV: 4.38
Molar mass in g mol⁻¹: 78.16

Last column: natural (NBO) charge in e.
CARTESIAN COORDINATES (ANGSTROEM)
N (0.775, 0.181, -2.223)  -1.129
H (0.756, 0.293, -1.180)  0.411
H (0.772, -0.753, -2.636)  0.345
H (1.624, 0.741, -2.487)  0.352
C (-0.105, -0.646, 1.511)  -0.659
C (-0.985, 0.270, 0.735)  -0.505
S (0.032, 1.903, 0.750)  -0.767
H (-0.717, -1.333, 1.971)  0.171
H (0.513, -0.088, 2.206)  0.228
H (0.529, -0.999, 0.687)  0.198
H (-2.007, 0.246, 1.142)  0.161
H (-1.186, 0.186, -0.477)  0.194

=====

Computed, not measured: the ion C23H20FO6 with charge -1, with ωB97M-V/def2-TZVPD.

Calculated values
HOMO level in eV: -3.85
HOMO-LUMO gap in eV: 6.7
Charge: -1
Electronic energy in a.u.: -1439.8218
Spin multiplicity: 1
SMILES: CCOC(=O)C(F)(C(=O)OCC)[C@@H](C1=C([O-])c2ccccc2C1=O)c1ccccc1
F_max in hartree/bohr: 0.10030
E_LUMO in eV: 2.84
Molar mass in g mol⁻¹: 411.40

Last column: natural (NBO) charge in e.
CARTESIAN COORDINATES (ANGSTROEM)
C (-2.157, 3.265, -4.121)  -0.625
C (-1.588, 3.265, -2.730)  -0.073
O (-1.522, 1.871, -2.324)  -0.493
C (-1.015, 1.758, -1.102)  0.792
C (-0.669, 0.326, -0.644)  0.208
F (-0.640, -0.600, -1.695)  -0.338
C (-1.971, 0.137, 0.212)  0.813
O (-2.153, 0.786, 1.228)  -0.598
O (-2.850, -0.766, -0.271)  -0.501
C (-3.879, -1.041, 0.732)  -0.082
C (-4.736, -2.163, 0.231)  -0.625
O (-0.773, 2.730, -0.396)  -0.612
H (-2.090, 4.274, -4.528)  0.205
H (-1.605, 2.588, -4.781)  0.220
H (-3.215, 2.983, -4.120)  0.208
H (-0.571, 3.680, -2.707)  0.192
H (-2.224, 3.814, -2.024)  0.195
H (-3.351, -1.338, 1.646)  0.232
H (-4.462, -0.125, 0.908)  0.178
H (-5.324, -2.552, 1.062)  0.205
H (-5.445, -1.823, -0.527)  0.196
H (-4.116, -2.971, -0.167)  0.223
C (2.682, -2.615, 4.865)  -0.231
C (3.100, -1.935, 3.713)  -0.232
C (2.156, -1.680, 2.717)  -0.014
C (0.832, -2.068, 2.872)  -0.109
C (0.395, -2.730, 4.025)  -0.199
C (1.340, -3.009, 5.022)  -0.233
C (0.025, -1.515, 1.748)  0.503
O (-1.181, -1.762, 1.623)  -0.686
C (0.931, -0.710, 0.938)  -0.338
C (0.591, 0.377, -0.023)  -0.334
C (1.674, 0.614, -1.104)  0.021
C (2.431, -0.435, -1.634)  -0.114
C (3.505, -0.153, -2.496)  -0.232
C (3.728, 1.152, -2.935)  -0.240
C (2.900, 2.181, -2.498)  -0.213
C (1.911, 1.924, -1.540)  -0.239
C (2.268, -0.781, 1.520)  0.483
O (3.298, -0.192, 1.193)  -0.647
H (3.414, -2.823, 5.644)  0.197
H (4.116, -1.595, 3.554)  0.219
H (-0.652, -3.005, 4.122)  0.217
H (1.037, -3.520, 5.933)  0.197
H (0.594, 1.282, 0.603)  0.267
H (2.204, -1.459, -1.343)  0.217
H (4.163, -0.960, -2.798)  0.201
H (4.528, 1.367, -3.649)  0.198
H (3.020, 3.205, -2.859)  0.196
H (1.343, 2.744, -1.096)  0.226

=====

Computed, not measured: an isolated molecule of C6H11N, with ωB97M-V/def2-TZVPD.

Calculated values
HOMO level in eV: -8.24
HOMO-LUMO gap in eV: 9.4
Energy relative to the best compared isomer or geometry (same formula, charge and spin) in kJ/mol: 212.57
Charge: 0
Electronic energy in a.u.: -289.8907
Spin multiplicity: 1
SMILES: [H]/N=C/[C@@H](C)/C=C/C
F_max in hartree/bohr: 0.07720
E_LUMO in eV: 1.15
Molar mass in g mol⁻¹: 97.16

Last column: natural (NBO) charge in e.
CARTESIAN COORDINATES (ANGSTROEM)
C (0.061, -0.344, 1.181)  -0.174
C (0.607, -0.924, 2.439)  -0.635
C (-0.875, 1.707, -1.001)  -0.622
C (0.017, -0.751, -1.444)  0.184
C (0.812, 0.255, 0.237)  -0.199
C (0.358, 0.843, -1.046)  -0.294
N (-1.191, -1.078, -1.561)  -0.697
H (-1.012, -0.428, 1.042)  0.206
H (-1.344, -1.944, -2.069)  0.349
H (0.876, -1.311, -1.836)  0.163
H (1.885, 0.242, 0.365)  0.200
H (1.173, 1.201, -1.671)  0.216
H (1.696, -0.911, 2.443)  0.208
H (0.262, -0.355, 3.305)  0.217
H (0.266, -1.954, 2.578)  0.212
H (-0.798, 2.453, -0.209)  0.212
H (-1.762, 1.106, -0.790)  0.240
H (-1.031, 2.193, -1.963)  0.213